1.
Formula: C33H38F3MnN2O2P2Si2
Source: the Open Molecules 2025 dataset
Level of theory: ωB97M-V with the def2-TZVPD basis set

Computed properties:
HOMO (alpha / beta) = -17.30 / -17.30 eV
Lowest unoccupied orbital energy (alpha / beta) = -10.9 / -10.2 eV
Multiplicity = 2
Frontier orbital gap (alpha / beta) = 0.2337 / 0.2619 Ha
DFT total energy = -115694.7738 eV
Total charge = +3

Last column: Mulliken spin population.
Cartesian coordinates (Å):
Mn: 0.504504 -1.049192 1.165868  1.222
C: -0.267396 -4.448964 1.348419  0.005
Si: -1.327170 -3.656367 0.010830  0.005
C: -3.181262 -3.749537 0.244163  -0.006
C: -0.895306 -4.100689 -1.752004  0.003
N: -0.821838 -1.846336 0.284772  -0.048
P: -1.611263 -0.535477 -0.371526  -0.011
C: -0.452282 0.564563 0.558013  -0.106
P: 1.149149 1.290358 0.067055  0.013
N: 1.873508 -0.134789 0.494496  -0.073
Si: 3.418844 -0.688089 1.352857  -0.002
C: 2.772173 -2.479412 1.424368  0.011
C: 3.346152 0.189949 3.007844  0.000
C: 4.932336 -0.388726 0.311292  0.002
C: 1.368459 1.660022 -1.655760  -0.002
C: 0.492766 2.538836 -2.292702  0.002
C: 0.737942 2.890428 -3.608136  -0.001
C: 1.857767 2.392138 -4.266493  0.000
C: 2.735976 1.530833 -3.619201  0.000
C: 2.492186 1.154402 -2.309778  -0.003
C: 1.625028 2.704220 1.046838  0.001
C: 2.951742 3.098966 0.817521  0.001
C: 3.453365 4.208409 1.469691  0.000
C: 2.638516 4.932056 2.334931  0.000
C: 1.318287 4.556090 2.537317  0.000
C: 0.797268 3.445633 1.889097  -0.001
C: -3.231761 -0.122145 0.234056  -0.002
C: -3.705149 -0.696087 1.416958  -0.003
C: -4.937877 -0.309373 1.909724  0.000
C: -5.685478 0.650282 1.236336  0.000
C: -5.197930 1.242887 0.077921  0.000
C: -3.967458 0.864085 -0.431684  0.001
C: -1.397145 -0.595717 -2.140917  -0.004
C: -0.124736 -0.953582 -2.607497  0.000
C: 0.090887 -1.095624 -3.963736  0.000
C: -0.958925 -0.905272 -4.856772  -0.001
C: -2.228315 -0.587934 -4.394919  0.000
C: -2.457140 -0.436085 -3.037075  0.001
H: -0.734206 -5.356639 1.736161  0.000
H: 0.708808 -4.747313 0.961795  0.001
H: -0.125772 -3.778490 2.199903  -0.002
H: -3.509972 -4.724608 -0.126346  -0.001
H: -3.498479 -3.682857 1.285154  0.000
H: -3.716566 -2.994969 -0.333961  0.000
H: -1.035918 -5.179965 -1.863501  0.000
H: -1.565149 -3.616315 -2.465124  0.000
H: 0.133268 -3.872305 -2.031794  0.000
H: 2.137344 -2.644262 2.308548  -0.004
H: 2.241034 -2.731140 0.499842  -0.006
H: 3.570318 -3.219827 1.510116  0.003
H: 2.520114 -0.169975 3.626037  -0.001
H: 4.265687 0.024989 3.574259  0.000
H: 3.239868 1.268610 2.887770  0.001
H: 4.909711 -0.937445 -0.631524  0.000
H: 5.101027 0.667560 0.096502  0.000
H: 5.806043 -0.737862 0.869088  0.000
H: -0.362022 2.944780 -1.761447  0.001
H: 0.068732 3.568940 -4.120075  0.000
H: 2.054957 2.686861 -5.288689  0.000
H: 3.610931 1.159281 -4.136043  0.000
H: 3.159380 0.472199 -1.794700  0.002
H: 3.574651 2.540113 0.127058  0.000
H: 4.474675 4.519652 1.295594  0.000
H: 3.032640 5.805121 2.837547  0.000
H: 0.682943 5.132073 3.196573  0.000
H: -0.243926 3.199159 2.021252  0.000
H: -3.122462 -1.453059 1.930246  -0.001
H: -5.322640 -0.758160 2.815832  0.000
H: -6.654454 0.941481 1.619701  0.000
H: -5.776978 1.999782 -0.433606  0.000
H: -3.578473 1.343465 -1.320433  0.000
H: 0.671283 -1.148167 -1.902987  0.007
H: 1.069034 -1.377818 -4.329797  0.000
H: -0.790020 -1.028088 -5.918620  0.000
H: -3.049844 -0.473689 -5.089042  0.000
H: -3.455816 -0.222150 -2.683461  0.000
F: -2.776254 1.271055 3.844286  0.000
C: -1.508943 1.001732 4.106757  0.001
F: -0.863044 2.117930 4.417358  0.000
F: -1.409192 0.122734 5.075659  0.000
C: -0.842810 0.423393 2.829564  0.002
O: -1.070269 1.100774 1.751018  0.006
O: -0.127637 -0.591359 2.875336  -0.012

Forces on atoms 1 to 2 (eV/Å):
-0.29 -0.21 -0.62
-0.28 -0.05 -0.40

2.
Formula: C33H38F5NO2Si2
Source: the Open Molecules 2025 dataset
Level of theory: ωB97M-V with the def2-TZVPD basis set

Computed properties:
HOMO = -9.01 eV
Lowest unoccupied orbital energy = 0.5 eV
Frontier orbital gap = 0.3504 Ha
DFT total energy = -69766.4387 eV

Last column: Löwdin charge in e.
Cartesian coordinates (Å):
N: -0.225915 -3.128180 2.043148  0.007
C: -1.484437 -3.714264 1.578059  -0.226
C: -1.403068 -4.999151 0.735242  -0.438
O: -2.244712 -4.882369 -0.418102  -0.063
C: -1.739394 -6.278984 1.514284  -0.250
Si: -0.262380 -6.973054 2.431964  0.511
O: -0.685344 -7.845127 3.759155  -0.492
Si: -1.586446 -7.252261 4.997024  0.510
H: 0.514340 -3.301694 1.370694  0.075
H: 0.078814 -3.559991 2.906773  0.051
H: -1.988115 -2.971090 0.950895  0.097
H: -2.118935 -3.875806 2.455882  0.114
H: -0.388982 -5.072446 0.315230  0.135
H: -3.113399 -5.188446 -0.180772  0.084
H: -2.071818 -7.038865 0.796904  0.080
H: -2.579136 -6.068415 2.187609  0.077
H: 0.615386 -5.849564 2.832662  -0.014
H: 0.483714 -7.865467 1.527830  -0.014
H: -0.928723 -7.562012 6.279047  -0.064
H: -1.694120 -5.779927 4.835623  -0.058
H: -2.940914 -7.836009 4.965250  -0.062
F: 1.537958 2.981043 0.229286  0.036
C: 1.501842 2.224436 1.354782  -0.276
C: 0.999241 0.944534 1.273348  -0.001
C: 0.958752 0.174890 2.427061  -0.069
C: 1.423164 0.696545 3.627220  -0.095
C: 1.927490 1.988591 3.676378  -0.086
C: 1.970593 2.770846 2.530781  -0.022
H: 0.645754 0.564244 0.326133  0.092
H: 0.555443 -0.829534 2.372604  0.072
H: 1.389757 0.095474 4.526233  0.099
H: 2.288783 2.396804 4.611075  0.103
H: 2.357853 3.780887 2.543359  0.113
F: 7.405073 5.982689 -0.902337  0.049
C: 6.090306 6.226095 -0.704045  -0.289
C: 5.623893 7.513339 -0.868814  -0.017
C: 4.273738 7.758668 -0.663108  -0.081
C: 3.420286 6.726339 -0.300964  -0.088
C: 3.920229 5.440670 -0.144574  -0.074
C: 5.268227 5.179276 -0.345545  -0.013
H: 6.310211 8.300266 -1.150533  0.116
H: 3.889564 8.761438 -0.784849  0.089
H: 2.369739 6.922053 -0.139189  0.094
H: 3.257516 4.631881 0.130197  0.080
H: 5.679708 4.185748 -0.230840  0.118
F: 0.661492 -0.937333 -1.935985  0.051
C: -0.613802 -0.508622 -1.800452  -0.298
C: -0.872357 0.842251 -1.905650  -0.028
C: -2.182510 1.271216 -1.750378  -0.077
C: -3.197715 0.359950 -1.496265  -0.093
C: -2.902580 -0.992504 -1.395174  -0.081
C: -1.599094 -1.439513 -1.548076  -0.018
H: -0.062305 1.533893 -2.094786  0.120
H: -2.407756 2.326600 -1.826871  0.106
H: -4.215914 0.703810 -1.374910  0.100
H: -3.687343 -1.709394 -1.191866  0.104
H: -1.347164 -2.489367 -1.471242  0.106
F: 0.202452 -8.369035 -1.631459  0.045
C: -1.013963 -8.571437 -2.184368  -0.285
C: -1.830390 -7.480703 -2.397971  -0.021
C: -3.081779 -7.698270 -2.955768  -0.081
C: -3.491484 -8.981375 -3.290490  -0.098
C: -2.644073 -10.056789 -3.064308  -0.086
C: -1.390113 -9.859373 -2.504657  -0.017
H: -1.498394 -6.490339 -2.119364  0.103
H: -3.737122 -6.855135 -3.132310  0.106
H: -4.467375 -9.142962 -3.727786  0.100
H: -2.958749 -11.059021 -3.323215  0.104
H: -0.712130 -10.680847 -2.318369  0.117
F: 1.626274 9.388463 0.127824  0.045
C: 0.796256 10.029997 -0.725156  -0.282
C: 1.321307 10.997070 -1.556098  -0.018
C: 0.463591 11.646404 -2.431538  -0.083
C: -0.885641 11.325124 -2.462451  -0.097
C: -1.382149 10.347280 -1.612473  -0.083
C: -0.539099 9.686795 -0.731079  -0.016
H: 2.375918 11.232127 -1.511797  0.116
H: 0.855285 12.407415 -3.093185  0.105
H: -1.548496 11.835571 -3.147565  0.101
H: -2.433749 10.094086 -1.632634  0.105
H: -0.900868 8.919868 -0.060185  0.118

Forces on atoms 1 to 2 (eV/Å):
0.06 -0.31 0.04
-0.05 0.37 0.06

3.
Formula: C33H39AsFN6O2PbSi2
Source: the Open Molecules 2025 dataset
Level of theory: ωB97M-V with the def2-TZVPD basis set

Computed properties:
HOMO = -3.96 eV
Lowest unoccupied orbital energy = 1.8 eV
Frontier orbital gap = 0.2128 Ha
DFT total energy = -132453.0307 eV
Total charge = -1

Last column: Löwdin charge in e.
Cartesian coordinates (Å):
Pb: 0.770482 -0.403631 -0.067746  0.939
O: 4.588864 -2.939320 -0.119619  0.009
C: 3.400663 -2.783970 0.189174  -0.617
O: 2.830047 -1.697376 0.537620  -0.329
C: 2.558675 -4.061116 0.204661  -0.172
C: 3.224971 -5.274512 0.532714  -0.001
C: 2.522018 -6.433668 0.550559  -0.020
C: 1.143508 -6.417027 0.217911  -0.166
C: 0.341066 -7.584896 0.196121  -0.053
C: -0.985560 -7.510051 -0.124202  -0.101
C: -1.565209 -6.259542 -0.441767  -0.088
C: -0.808706 -5.121030 -0.441360  -0.010
C: 0.568639 -5.169700 -0.107775  -0.201
N: 1.289690 -4.002193 -0.102149  0.182
H: 4.282609 -5.225739 0.751885  0.112
H: 2.991182 -7.377042 0.810412  0.109
H: 0.801009 -8.536948 0.438777  0.104
H: -1.597962 -8.405373 -0.137728  0.094
H: -2.622552 -6.207004 -0.682620  0.098
H: -1.236787 -4.156662 -0.678986  0.098
F: -4.618685 -3.284911 2.037260  0.027
C: -3.439757 -2.731508 1.661174  -0.309
C: -2.386303 -2.733414 2.550383  -0.030
C: -1.184991 -2.142364 2.155802  -0.128
C: -1.022684 -1.555825 0.899893  -0.396
C: -2.119413 -1.603095 0.038947  -0.219
C: -3.333888 -2.185607 0.398912  -0.044
H: -2.504622 -3.192351 3.526762  0.110
H: -0.348836 -2.152893 2.853490  0.097
H: -2.038469 -1.165882 -0.960289  0.076
H: -4.178062 -2.222138 -0.281040  0.104
C: -0.467431 2.964750 -1.800653  -0.001
C: -1.363706 2.551440 -0.681305  -0.354
N: -1.118073 1.571172 0.155109  0.032
C: -2.198641 1.500883 1.019542  -0.131
C: -3.105606 2.453662 0.694917  -0.069
N: -2.569451 3.123196 -0.398296  -0.031
C: -3.236027 4.174179 -1.128644  -0.067
N: -3.353592 3.837795 -2.529385  -0.068
N: -2.858726 4.662787 -3.480254  0.051
N: -3.005727 4.115591 -4.625096  0.070
C: -3.593943 2.873063 -4.442126  -0.235
C: -3.932825 1.878446 -5.363410  -0.017
C: -4.483622 0.720714 -4.863931  -0.084
C: -4.699127 0.542249 -3.478986  -0.074
C: -4.370394 1.511827 -2.561298  0.002
C: -3.813301 2.684778 -3.085246  -0.178
H: 0.559272 2.731572 -1.525061  0.072
H: -0.546665 4.030154 -2.020249  0.075
H: -0.705683 2.412222 -2.715454  0.089
H: -2.236246 0.774146 1.819094  0.112
H: -4.065804 2.716148 1.115159  0.116
H: -2.714795 5.123565 -1.074088  0.136
H: -4.220736 4.284397 -0.686548  0.134
H: -3.753464 2.019654 -6.421609  0.112
H: -4.748541 -0.080299 -5.543357  0.101
H: -5.126705 -0.389216 -3.129535  0.104
H: -4.512253 1.358355 -1.497389  0.107
C: 0.007578 3.165314 3.276341  -0.246
Si: 1.701409 3.056900 2.455765  0.146
C: 2.904285 3.618600 3.796476  -0.255
C: 1.707989 4.475515 1.206780  -0.220
As: 2.210044 0.832513 1.965789  0.633
Si: 4.148771 0.960839 0.633741  0.172
C: 4.080284 0.570992 -1.199666  -0.244
C: 5.466289 -0.061702 1.487822  -0.241
C: 4.816028 2.737491 0.634109  -0.250
H: -0.026986 3.996292 3.993888  0.023
H: -0.227104 2.237167 3.813592  0.021
H: -0.778044 3.324814 2.536039  -0.006
H: 2.766596 4.681055 4.030107  0.021
H: 3.943737 3.469617 3.478409  0.000
H: 2.761362 3.035101 4.713513  0.023
H: 1.614479 5.427324 1.743576  0.024
H: 0.872368 4.398082 0.497621  0.003
H: 2.637291 4.502171 0.630007  -0.002
H: 3.484924 -0.318090 -1.418092  -0.019
H: 5.101203 0.376621 -1.550949  0.033
H: 3.674211 1.418759 -1.764637  0.019
H: 4.994068 -0.902504 2.002363  0.011
H: 6.003923 0.546954 2.224017  0.018
H: 6.179531 -0.476851 0.766919  0.027
H: 4.224978 3.379078 -0.030911  0.003
H: 5.857530 2.756430 0.278999  0.028
H: 4.794155 3.181046 1.639322  -0.004

Forces on atoms 1 to 2 (eV/Å):
0.26 -0.19 -0.21
-0.32 0.10 0.06

Looking at maximum force for the records above, in order, we have 0.77 0.64 0.66 eV Å⁻¹.